Entry 1:
116
Properties=species:S:1:pos:R:3:forces:R:3:lowdin_charge:R:1 method="wB97M-V/def2-TZVPD" max_force_ev_per_a=7.6 total_charge=-1 e_tot_ha=-5523.22303
Cd 9.934 -5.866 -26.846 1.54 1.31 -1.58 1.35
C 8.958 -5.852 -22.757 -0.67 0.40 -0.04 -0.51
F 8.984 -7.196 -22.856 0.45 1.84 0.72 0.12
F 8.225 -5.444 -21.635 1.52 -0.97 -2.33 0.09
F 10.196 -5.317 -22.687 -1.25 -0.90 0.16 0.12
S 8.092 -5.138 -24.395 -1.04 1.37 0.43 0.72
O 6.682 -5.025 -24.008 2.18 -0.59 -0.93 -0.30
O 8.722 -3.887 -24.787 0.05 -1.65 0.51 -0.33
N 8.479 -6.291 -25.678 -4.23 0.87 6.22 -0.43
S 7.272 -7.316 -25.626 -3.23 -2.31 -0.43 0.63
O 6.861 -7.736 -24.276 0.87 0.45 -2.21 -0.30
O 6.214 -6.864 -26.538 1.11 -0.74 0.83 -0.32
C 7.958 -8.977 -26.407 0.00 2.62 0.63 -0.67
F 8.760 -9.491 -25.513 0.20 -1.02 0.80 0.17
F 6.901 -9.715 -26.646 -0.04 -0.52 -0.10 0.18
F 8.678 -8.793 -27.503 -0.67 -0.44 -0.46 0.13
O 17.864 -6.706 -25.429 -2.75 1.34 -0.30 0.13
C 16.896 -5.960 -25.575 3.38 -0.41 0.24 -0.35
O 15.982 -5.623 -24.682 -0.80 -0.96 0.29 0.22
B 14.975 -4.725 -25.275 2.06 -0.35 0.94 -0.90
O 15.742 -4.166 -26.401 -0.90 1.21 -1.26 0.21
C 16.818 -4.870 -26.708 1.36 -0.70 0.48 -0.37
O 17.702 -4.644 -27.508 -1.84 -0.04 0.67 0.13
O 14.493 -3.744 -24.268 -1.73 0.20 -1.43 0.23
C 13.166 -3.593 -24.494 -1.15 3.94 3.39 -0.30
O 12.457 -2.677 -23.977 2.51 -3.65 -2.32 0.09
C 12.669 -4.761 -25.333 -0.37 -1.97 -0.67 -0.29
O 13.775 -5.440 -25.688 -2.49 0.40 -0.56 0.24
O 11.500 -5.102 -25.560 3.62 1.67 1.31 0.02
O 10.788 -7.695 -26.510 1.68 -3.20 0.04 -0.03
C 11.602 -8.547 -26.187 -1.08 0.17 -0.92 -0.37
O 12.304 -8.494 -25.140 1.42 -0.01 1.42 0.28
B 13.236 -9.666 -25.084 0.98 -1.47 1.65 -0.85
O 12.821 -10.533 -26.211 0.30 0.55 0.54 0.27
C 11.985 -9.868 -26.926 -0.72 -0.30 -3.48 -0.37
O 11.668 -10.175 -28.075 -0.16 0.85 1.80 0.11
O 14.658 -9.347 -25.114 0.44 -0.44 1.52 0.20
C 15.253 -9.883 -23.974 2.76 0.10 0.67 -0.28
O 16.440 -9.799 -23.654 -3.58 -0.04 -1.34 0.13
C 14.137 -10.640 -23.136 0.46 -0.50 3.08 -0.33
O 13.053 -10.456 -23.847 -1.32 0.08 -0.13 0.21
O 14.194 -11.185 -22.008 0.34 1.74 -4.63 0.10
O 9.414 -4.020 -27.589 -1.23 2.92 -1.30 -0.35
P 9.134 -2.620 -28.025 0.59 1.88 -0.08 0.65
N 7.551 -2.099 -27.968 -1.12 -4.50 2.13 -0.27
C 7.168 -0.804 -28.314 -0.92 1.55 -0.65 -0.17
C 6.408 -3.000 -27.378 0.85 1.61 -0.10 -0.03
N 9.506 -2.394 -29.675 1.56 0.95 0.29 -0.26
C 8.929 -3.371 -30.574 -0.64 -0.35 0.38 -0.11
C 9.633 -1.024 -30.215 -0.36 0.58 0.84 -0.12
N 10.007 -1.390 -27.161 -1.20 -1.80 -1.86 -0.29
C 11.455 -1.534 -27.189 -0.22 -0.02 -0.16 -0.09
C 9.525 -1.064 -25.855 -1.20 -0.02 1.04 -0.13
H 6.704 -0.766 -29.299 0.03 0.02 -0.44 0.08
H 8.009 -0.111 -28.313 -0.15 0.04 0.25 0.08
H 6.366 -0.451 -27.666 0.22 0.22 0.46 0.09
H 6.115 -2.660 -26.384 0.68 -0.04 0.40 0.08
H 6.621 -4.069 -27.357 0.39 0.39 0.05 0.05
H 5.465 -2.819 -27.894 0.27 -0.08 -0.88 0.08
H 7.848 -3.241 -30.631 -0.35 0.19 -0.22 0.07
H 9.294 -3.354 -31.601 0.46 0.26 0.21 0.09
H 9.060 -4.369 -30.156 0.32 -0.04 -0.08 0.06
H 10.215 -0.861 -31.122 -0.06 -0.94 -0.25 0.08
H 8.662 -0.542 -30.330 -0.22 -0.20 -0.61 0.06
H 10.108 -0.330 -29.521 0.24 -0.47 0.47 0.06
H 11.723 -2.571 -27.391 0.31 0.02 -0.34 0.06
H 11.794 -0.833 -27.952 0.77 -0.24 0.08 0.08
H 11.845 -1.317 -26.194 0.15 0.26 -0.18 0.08
H 8.441 -1.149 -25.779 -0.13 -0.02 -0.29 0.07
H 9.741 -0.023 -25.613 0.38 -0.03 0.13 0.09
H 9.888 -1.771 -25.109 0.32 0.28 0.22 0.07
C 13.582 -6.775 -22.153 0.11 0.65 -0.48 -0.03
C 13.111 -7.113 -20.746 1.10 -0.07 -0.20 -0.18
O 13.214 -8.539 -20.658 -0.71 -1.38 0.58 0.02
C 13.109 -9.266 -19.526 0.14 -2.81 -0.35 -0.51
O 13.189 -10.506 -19.538 -0.38 3.75 0.51 0.10
O 12.922 -8.509 -18.418 0.03 1.43 -1.01 -0.03
C 12.717 -9.140 -17.190 -0.39 -1.58 0.64 -0.07
H 14.478 -7.330 -22.429 -0.04 -0.08 0.12 0.09
H 13.840 -5.721 -22.259 0.21 0.20 0.50 0.08
H 12.851 -6.877 -22.955 -0.34 -0.66 0.25 0.07
H 12.111 -6.722 -20.561 -0.02 -0.27 0.28 0.12
H 13.844 -6.773 -20.015 -0.31 0.68 0.03 0.12
H 12.597 -8.487 -16.325 0.58 0.81 -0.60 0.09
H 13.532 -9.842 -17.017 -0.17 -0.11 0.19 0.10
H 11.760 -9.662 -17.190 0.08 -0.45 -0.30 0.09
C 14.362 -2.799 -29.530 -0.73 -1.69 -0.22 -0.03
C 13.198 -3.445 -30.314 1.18 0.68 -0.44 -0.21
O 12.187 -4.117 -29.582 -1.17 -0.24 1.27 0.02
C 12.241 -5.369 -29.080 1.42 1.39 -1.47 -0.53
O 11.413 -5.777 -28.316 1.58 -0.39 -1.46 0.04
O 13.286 -6.013 -29.582 -0.07 -0.32 -0.19 0.02
C 13.646 -7.314 -29.101 0.57 -0.67 0.92 0.01
H 14.019 -2.275 -28.637 0.08 -0.01 -0.09 0.07
H 14.799 -2.113 -30.256 0.38 -0.01 0.31 0.08
H 15.017 -3.635 -29.283 0.53 0.57 0.38 0.07
H 13.587 -4.134 -31.064 0.06 0.17 -0.08 0.12
H 12.792 -2.558 -30.799 -1.15 -0.60 -0.18 0.11
H 14.658 -7.553 -29.426 -0.03 0.55 -0.25 0.11
H 13.041 -8.160 -29.425 -0.61 0.49 -0.15 0.09
H 13.691 -7.294 -28.012 -0.22 0.02 0.07 0.10
C 9.908 -9.803 -30.771 -1.32 -0.59 -0.47 -0.06
C 9.926 -8.387 -30.291 2.25 -0.36 1.44 -0.25
O 8.651 -7.818 -30.418 -2.00 0.99 -0.96 0.06
C 8.102 -6.889 -29.625 2.86 -0.55 2.86 -0.51
O 8.634 -6.499 -28.556 -2.12 -0.55 -3.81 -0.03
O 6.937 -6.540 -30.086 -0.57 -0.10 -1.30 0.07
C 6.242 -5.465 -29.510 -0.64 1.35 2.82 -0.05
H 10.792 -10.430 -30.656 0.20 0.63 0.49 0.08
H 9.672 -9.821 -31.835 -0.28 -0.10 -0.07 0.08
H 9.092 -10.247 -30.200 -0.01 -0.58 -0.26 0.09
H 10.696 -7.878 -30.870 -0.30 0.81 0.02 0.13
H 10.222 -8.410 -29.242 0.11 0.34 0.00 0.09
H 6.836 -4.568 -29.336 0.31 -0.19 -0.87 0.05
H 5.938 -5.659 -28.481 0.35 -0.88 0.18 0.06
H 5.261 -5.186 -29.894 0.48 -0.58 -1.38 0.11

***

Entry 2:
84
Properties=species:S:1:pos:R:3:forces:R:3:lowdin_charge:R:1 method="wB97M-V/def2-TZVPD" e_above_lowest_kcal_mol=0.2 s2=8.756 max_force_ev_per_a=0.9 total_charge=0 multiplicity=6
Mn -0.715 -0.233 -0.020 -0.57 0.12 0.51 0.62
C 1.363 1.415 4.481 -0.01 -0.04 -0.02 -0.07
C 1.054 0.152 3.670 0.07 0.13 -0.11 -0.36
C 1.850 0.132 2.376 -0.13 -0.11 0.18 -0.09
C -0.429 0.035 3.452 -0.15 -0.01 0.04 -0.26
C -1.392 0.007 4.475 -0.02 -0.03 0.04 -0.02
C -2.601 -0.056 3.827 0.09 -0.02 0.03 -0.06
N -2.371 -0.068 2.506 -0.20 0.13 0.13 -0.03
N -1.038 -0.014 2.261 0.14 -0.12 -0.13 0.07
B -3.458 -0.070 1.414 0.39 -0.12 -0.06 -0.53
N -3.378 -1.399 0.636 -0.30 0.04 -0.16 -0.03
C -4.379 -2.278 0.501 0.03 -0.10 -0.02 -0.07
C -3.876 -3.416 -0.087 0.06 -0.04 0.03 -0.01
C -2.511 -3.157 -0.277 -0.16 -0.03 0.01 -0.27
N -2.229 -1.917 0.138 0.28 0.04 0.20 0.06
C -1.514 -4.151 -0.812 0.16 0.20 -0.11 -0.36
C -1.291 -3.967 -2.317 -0.07 -0.04 0.12 -0.06
C -0.185 -4.089 -0.057 -0.26 -0.02 0.02 -0.07
N -3.278 1.167 0.507 -0.29 0.20 0.15 -0.02
C -4.216 2.095 0.282 0.02 0.05 -0.13 -0.07
C -3.633 3.148 -0.389 -0.02 0.01 -0.09 -0.01
C -2.289 2.780 -0.542 0.03 0.03 0.11 -0.27
N -2.090 1.580 0.011 0.19 -0.30 -0.14 0.05
C -1.174 3.591 -1.144 0.07 -0.07 -0.18 -0.36
C -1.674 4.948 -1.629 0.03 0.02 0.12 -0.08
C -0.470 2.844 -2.281 -0.10 0.02 0.17 -0.08
H 2.437 1.491 4.656 -0.01 0.01 0.03 0.08
H 0.854 1.405 5.445 0.02 0.04 0.00 0.07
H 1.043 2.306 3.936 -0.01 -0.01 -0.01 0.09
H 1.364 -0.707 4.275 -0.04 -0.03 -0.01 0.14
H 1.549 0.951 1.720 0.04 0.01 -0.04 0.07
H 1.688 -0.807 1.847 0.03 0.03 -0.10 0.05
H 2.918 0.228 2.575 0.01 0.01 -0.01 0.09
H -1.228 0.029 5.539 0.05 0.01 -0.02 0.10
H -3.605 -0.099 4.215 0.00 0.02 -0.06 0.12
H -4.534 -0.005 1.929 -0.10 0.00 0.02 0.12
H -5.368 -2.052 0.861 0.03 0.06 0.00 0.12
H -4.401 -4.327 -0.319 0.01 -0.01 0.02 0.10
H -1.964 -5.134 -0.654 -0.03 0.00 0.00 0.13
H -0.738 -3.047 -2.490 0.07 0.11 -0.09 0.05
H -2.240 -3.912 -2.853 0.02 0.00 -0.02 0.08
H -0.709 -4.798 -2.720 0.01 0.02 -0.01 0.08
H 0.222 -3.082 -0.124 0.15 0.03 0.01 0.01
H 0.536 -4.784 -0.489 0.01 0.00 0.00 0.08
H -0.324 -4.337 0.997 0.03 0.02 0.00 0.09
H -5.233 1.955 0.608 0.05 -0.05 0.08 0.12
H -4.109 4.060 -0.705 0.02 -0.01 0.00 0.10
H -0.440 3.768 -0.350 0.02 -0.04 0.00 0.14
H -2.429 4.831 -2.410 0.01 0.00 -0.01 0.08
H -0.844 5.521 -2.043 -0.02 0.02 -0.02 0.08
H -2.112 5.528 -0.815 -0.01 0.01 -0.03 0.08
H -1.157 2.688 -3.118 -0.02 -0.01 0.00 0.08
H -0.113 1.875 -1.938 0.12 0.01 -0.09 0.00
H 0.387 3.412 -2.647 0.00 0.02 0.01 0.08
C 7.344 0.107 0.848 0.00 0.05 -0.06 -0.06
C 5.909 -0.023 0.415 0.03 -0.05 0.02 -0.28
C 5.239 -1.230 0.526 0.04 -0.02 0.00 -0.02
C 3.922 -1.394 0.104 0.01 0.03 -0.07 -0.31
C 3.286 -2.748 0.257 0.03 0.04 -0.09 -0.08
C 3.254 -0.295 -0.441 -0.32 0.07 0.20 -0.50
Se 1.451 -0.467 -1.120 0.60 -0.17 -0.69 0.72
C 3.906 0.944 -0.555 -0.10 -0.01 0.01 -0.30
C 3.210 2.146 -1.134 0.04 -0.08 0.02 -0.09
C 5.224 1.055 -0.135 -0.01 -0.02 0.04 -0.02
H 7.653 -0.751 1.443 0.01 0.01 0.02 0.07
H 7.501 1.011 1.438 0.00 -0.01 0.01 0.08
H 8.005 0.168 -0.020 0.01 -0.01 0.01 0.08
H 5.758 -2.086 0.946 0.00 0.01 0.01 0.12
H 4.016 -3.533 0.052 0.01 -0.01 0.06 0.08
H 2.451 -2.860 -0.430 0.01 -0.05 0.03 0.01
H 2.914 -2.897 1.274 -0.05 0.01 -0.01 0.09
H 2.206 2.239 -0.722 -0.04 0.05 -0.02 0.04
H 3.104 2.030 -2.215 -0.08 0.06 0.00 0.08
H 3.763 3.063 -0.928 0.06 -0.05 -0.02 0.08
H 5.731 2.009 -0.242 -0.02 0.01 0.03 0.12
N -3.868 0.514 -4.748 -0.43 -0.35 -0.27 0.13
N -2.754 0.201 -4.012 0.41 0.05 0.27 -0.29
N -1.612 -0.112 -4.579 -0.12 0.06 -0.14 0.14
C -0.865 -0.388 -3.519 -0.24 -0.03 -0.02 -0.24
N -1.560 -0.251 -2.379 0.49 -0.07 0.06 -0.03
N -2.767 0.137 -2.715 -0.24 0.01 -0.03 0.10
H -3.592 1.034 -5.567 0.10 0.15 0.01 0.10
H -4.529 1.010 -4.168 0.08 0.12 0.13 0.10
H 0.171 -0.670 -3.582 0.02 -0.01 0.12 0.06